a.
10
Properties=species:S:1:pos:R:3 method="wB97M-V/def2-TZVPD" molar_mass_g_mol=112.05 lumo_ev="0.23 / -0.48" homo_lumo_gap_ev="8.7 / 7.0"
C 0.29826 0.44643 0.03146
C -1.93730 -0.60133 0.30903
C 1.61916 0.01347 -0.06083
O -0.59583 -0.48269 -0.09237
F -0.06006 1.58466 0.49120
F -2.60544 -1.30840 -0.65447
F -2.52161 0.62137 0.30543
H 1.82302 -0.52661 0.91512
H 2.22808 0.89565 -0.17645
H 1.75173 -0.64255 -1.06813

---

b.
10
Properties=species:S:1:pos:R:3 method="wB97M-V/def2-TZVPD" molar_mass_g_mol=112.05 lumo_ev="0.44 / 0.32" homo_lumo_gap_ev="9.1 / 8.4"
C -0.15137 -0.49921 -0.83282
C -0.97067 0.36124 0.04036
C 1.20641 -0.53475 -0.26518
O -1.03755 0.09814 1.35040
F -0.97388 1.70321 -0.20575
F 1.54606 -1.09820 0.92108
F 1.79756 0.65807 -0.23010
H -0.65699 -1.36746 -0.84779
H -0.06961 -0.12769 -1.85628
H -0.68996 0.80665 1.92607

---

Which one is most stable, and which one is least stable? b is the most stable of them, while a is the least stable.

---

a.
47
Properties=species:S:1:pos:R:3 method="wB97M-V/def2-TZVPD" molar_mass_g_mol=263.31 total_charge=+1 lumo_ev=-2.37 homo_lumo_gap_ev=9.7
N -0.30251 1.04100 -0.15838
C 0.08610 2.48582 0.35676
C 1.41069 2.87569 -0.31902
C 2.75254 2.31229 0.09492
O 1.22616 2.61076 -1.67942
C 0.12707 2.57013 1.84251
N -1.14318 2.15563 2.31440
C -1.19806 1.24683 3.43578
H -0.77226 1.03358 -1.06513
H -0.96111 0.74297 0.55743
H 0.54743 0.48746 -0.08791
H -0.72665 3.34586 0.03289
H 1.43479 4.03617 -0.20342
H 3.60533 2.65703 -0.46213
H 2.49254 1.30350 0.10354
H 3.18872 2.62248 1.07928
H 2.02865 2.44854 -2.10262
H 0.32886 3.56688 2.36499
H 0.99690 1.74580 2.05357
H -1.54748 3.01606 2.64800
H -2.22385 0.76565 3.51576
H -0.39959 0.63494 3.56898
H -1.09544 1.98634 4.33432
H 2.56506 -3.65167 1.01241
H 1.15552 -4.30651 1.26286
O 1.55025 -3.47498 1.13957
H -0.19632 -3.85647 -1.70102
H -0.15466 -5.24542 -1.07899
O 0.15280 -4.44099 -1.05068
H -3.56256 2.47588 -2.11833
H -2.62611 1.72311 -2.91765
O -2.76793 1.86162 -2.00133
H -1.96347 -2.78164 1.52562
H -1.68445 -3.82446 0.39524
O -1.99308 -2.81150 0.54987
H -1.53491 -1.75576 -2.90422
H -2.79510 -2.76200 -2.78340
O -1.89231 -2.51288 -2.83075
H 0.38092 0.07834 -2.96142
H -0.01359 -0.73396 -1.88538
O -0.38367 -0.25648 -2.58232
H 2.26090 -2.63049 -1.99983
H 1.71451 -2.17037 -0.76544
O 1.90393 -1.81443 -1.59757
H 0.68150 -1.91626 1.17983
H -0.73096 -1.64713 0.73458
O 0.07806 -1.23698 1.15329

---

b.
47
Properties=species:S:1:pos:R:3 method="wB97M-V/def2-TZVPD" molar_mass_g_mol=263.31 total_charge=+1 lumo_ev=-2.28 homo_lumo_gap_ev=8.9
C -2.00106 1.86779 2.96101
C -1.21266 1.29508 1.82200
C -1.90255 1.70770 0.52083
C -1.57030 1.00572 -0.81952
C -2.58759 0.78445 -1.65193
N -0.19871 0.78811 -1.10845
N -1.29476 -0.27944 1.96062
H -1.58961 1.66590 3.99125
H -2.06547 2.93435 2.67070
H -2.98046 1.37327 3.02601
H -0.16845 1.62260 1.85019
H -1.91351 2.77956 0.29678
H -2.97791 1.49464 0.62181
H -3.64824 0.78251 -1.40566
H -2.48642 0.52676 -2.70690
H 0.27854 0.32414 -0.35885
H -0.15280 0.26753 -1.97831
H -0.61770 -0.57172 2.68307
H -1.29149 -0.77654 1.08288
H -2.15520 -0.60618 2.40270
H -3.90789 -1.52205 -0.47655
H -2.37740 -1.82404 -0.65753
O -3.08668 -1.69853 -0.01909
H -0.05017 -3.19002 -2.06821
H 0.16566 -4.25929 -0.93821
O -0.31987 -3.45767 -1.16149
H 3.14656 -0.13874 -2.09697
H 3.15384 0.22470 -3.53884
O 2.55227 0.24957 -2.78032
H 1.35266 3.90230 0.01297
H 1.06526 2.53461 -0.91913
O 1.19475 2.95442 -0.05196
H 1.35696 -1.13270 2.35516
H 1.61908 -2.15416 3.34227
O 0.98017 -1.44032 3.20081
H 1.33752 -1.33550 -0.45806
H -0.01992 -2.10965 -0.26820
O 0.54907 -1.37996 0.10310
H 2.32893 1.98518 0.58982
H 3.65835 2.09717 1.07464
O 3.13929 1.37965 0.67107
H 1.61317 -1.76254 -3.32808
H 0.28450 -2.73641 -3.94068
O 0.85939 -2.36614 -3.27399
H 3.46060 -0.05845 -0.18623
H 4.70308 -0.88368 -0.37757
O 3.77715 -0.86401 -0.66897

---

Which one is most stable, and which one is least stable? b is the most stable of them, while a is the least stable.

---

a.
19
Properties=species:S:1:pos:R:3 method="wB97M-V/def2-TZVPD" molar_mass_g_mol=109.10 total_charge=+1 lumo_ev=-3.34 homo_lumo_gap_ev=11.5
O -0.84537 -0.08332 -0.08463
H -0.63437 -0.17532 0.82737
H -0.76037 -0.91632 -0.78663
H -0.20337 0.47168 -0.50263
O 0.04063 1.67868 -2.09763
H -0.09837 1.39368 -3.03063
H 0.38663 2.50768 -2.36363
O -0.68937 -0.85732 2.51637
H -1.53337 -1.12632 2.92537
H -0.03737 -1.48232 2.61637
O -0.89237 -2.55032 -0.94363
H -0.16937 -2.79932 -0.50263
H -0.83837 -3.16732 -1.76263
O 0.12663 2.39368 1.43837
H -0.40737 2.39268 2.19337
H 0.26363 3.25868 1.07137
O 2.00363 -0.47332 -0.22963
H 1.57663 -0.78832 -0.91863
H 2.71163 0.32268 -0.36563

---

b.
19
Properties=species:S:1:pos:R:3 method="wB97M-V/def2-TZVPD" molar_mass_g_mol=109.10 total_charge=+1 lumo_ev=-3.13 homo_lumo_gap_ev=10.7
O 1.55624 0.48553 -1.21767
H 1.84951 -0.42945 -1.14826
H 2.10003 1.06522 -1.78382
O 2.16067 -3.64733 -0.96204
H 3.08411 -3.69307 -1.04533
H 1.95446 -4.41358 -0.48108
O 0.20492 -1.80138 1.18257
H -0.03775 -2.55680 0.60448
H 0.40256 -2.16687 1.98614
O -0.26968 2.66685 2.71074
H -1.02827 3.20850 2.36552
H 0.26005 3.37196 3.09770
O -4.04240 1.19686 -2.33203
H -3.74594 1.74940 -2.97829
H -4.66716 1.80634 -1.91401
O -0.21383 0.77886 0.40240
H -0.14829 1.53030 1.04814
H 0.66893 1.00828 -0.35085
H -0.08818 -0.15962 0.81569

---

Which one is most stable, and which one is least stable? b is the most stable of them, while a is the least stable.